Record 1
{"formula": "C18H15Br4IrO7Se2", "method": "wB97M-V/def2-TZVPD", "charge": -2, "spin_multiplicity": 1, "lumo_energy_ev": 3.955, "de_lowest_ev": 0.055, "orbital_gap_ev": 5.257, "elements": ["C", "C", "O", "H", "Br", "C", "H", "H", "H", "Br", "C", "Br", "Ir", "H", "Br", "H", "H", "O", "C", "H", "H", "H", "C", "H", "C", "C", "C", "H", "O", "Se", "C", "H", "C", "C", "C", "C", "C", "O", "O", "C", "O", "O", "C", "C", "H", "Se", "H"], "coordinates": [[-0.07909, 0.90951, -3.15779], [1.98314, 2.06961, -3.84322], [0.08950, 3.30688, -0.41156], [2.45739, 0.80194, -1.65494], [-2.20401, -5.92629, 3.97056], [-0.64611, -3.53073, 4.13726], [0.88183, 0.43220, -5.58297], [2.52677, -0.08952, -5.19154], [-0.16651, 1.71780, -2.43572], [-0.54185, -3.88745, 5.99803], [1.48771, -0.10850, -4.83600], [-2.38333, -5.16899, 0.71306], [-0.09162, -0.80051, -0.26789], [1.50127, 2.92706, -2.10788], [0.94240, -1.17628, 4.69957], [-0.74333, 3.70324, 4.41585], [0.18008, 3.85380, 2.11250], [-1.90902, 0.10186, 0.81991], [-1.34332, -4.37650, 3.29511], [2.95091, 1.95075, -4.34281], [3.27779, -0.15047, -2.88383], [0.48770, -1.57998, -4.03770], [-1.41778, -4.07721, 1.92358], [-2.73675, 0.07075, 3.31404], [-0.80614, -2.95286, 1.37589], [-0.46393, 3.03156, 2.39639], [0.00212, 2.18783, 0.10240], [-2.20127, 1.78218, 5.01728], [0.58630, 1.15643, -0.36280], [-1.13107, -0.58706, -2.45514], [2.30288, 0.06166, -2.43144], [1.30203, 2.55905, -4.55796], [-0.05567, -2.08224, 2.24853], [-0.98694, 2.94791, 3.67911], [-1.80498, 1.88024, 4.01426], [-0.01506, -2.39308, 3.60990], [1.40196, 0.66874, -3.51888], [2.24015, 2.91299, -2.73837], [-0.90413, -2.64962, 0.10425], [-2.10890, 0.91952, 3.06356], [1.09719, -1.46419, -4.78878], [0.51772, -1.03356, 1.74408], [-1.57602, 1.01927, 1.78830], [-0.72619, 2.06468, 1.43464], [-2.41106, -0.63701, 1.19002], [1.82554, -1.59822, -1.48948], [-0.58830, 1.23284, -4.07138]], "atomic_forces_ev_per_a": [[0.009, 0.064, -0.026], [-0.033, -0.039, 0.018], [0.093, 0.005, 0.042], [0.044, -0.017, -0.039], [0.000, 0.005, -0.001], [-0.001, -0.005, -0.007], [0.009, -0.005, -0.025], [0.003, -0.012, 0.016], [0.007, -0.028, -0.065], [0.000, 0.000, -0.003], [0.049, -0.058, -0.014], [0.000, -0.001, -0.001], [-0.238, 0.165, 0.141], [-0.137, -0.089, -0.005], [0.000, 0.005, 0.006], [0.000, 0.000, -0.001], [0.000, -0.001, -0.007], [0.008, -0.119, -0.104], [0.010, -0.005, 0.011], [-0.001, -0.022, 0.004], [-0.020, -0.019, -0.016], [-0.006, -0.027, 0.066], [-0.010, 0.020, 0.008], [0.004, 0.002, 0.001], [0.007, -0.065, -0.009], [-0.005, 0.019, 0.023], [-0.008, 0.009, 0.128], [0.000, 0.000, -0.002], [-0.005, -0.031, -0.194], [-0.060, 0.105, -0.027], [0.026, -0.030, 0.047], [0.021, 0.022, 0.026], [0.005, 0.046, -0.013], [0.008, 0.006, -0.014], [-0.004, -0.012, -0.001], [-0.007, -0.013, -0.008], [-0.058, 0.069, 0.040], [0.029, 0.094, -0.058], [0.051, 0.061, 0.013], [-0.014, -0.022, -0.014], [0.024, 0.064, -0.132], [0.097, -0.079, -0.011], [0.037, 0.039, 0.036], [-0.034, -0.052, -0.046], [0.035, 0.001, 0.037], [0.056, -0.043, 0.187], [0.009, -0.009, -0.008]]}


Record 2
{"formula": "C18H15BrF13N2OS", "method": "wB97M-V/def2-TZVPD", "charge": 1, "smiles": "CC(=O)N(C)c1[nH+]cc(Br)c2cc(CCC(F)(F)C(F)(F)C(F)(F)C(F)(F)S(F)(F)(F)(F)F)ccc12", "spin_multiplicity": 1, "lumo_energy_ev": -4.545, "orbital_gap_ev": 8.264, "elements": ["H", "F", "F", "F", "H", "C", "C", "F", "H", "F", "H", "C", "C", "C", "H", "H", "N", "C", "H", "C", "C", "F", "F", "C", "C", "C", "C", "H", "H", "Br", "C", "F", "C", "F", "C", "H", "H", "F", "C", "O", "F", "N", "C", "F", "H", "S", "H", "F", "H", "C", "H"], "coordinates": [[-4.41369, 1.87530, 3.71301], [1.67024, -0.73034, 0.01045], [2.79001, -1.91443, 1.41924], [3.28490, -2.68273, -1.90756], [-1.30423, 0.11962, -2.88144], [-1.86006, -1.40435, 0.08990], [2.76020, -1.51753, 0.14267], [4.13797, 1.75472, -2.53500], [0.00878, 1.60547, 2.11484], [2.91982, -0.05100, -2.21869], [0.84858, -2.85098, -3.09576], [-1.03323, -2.41988, -2.08763], [-1.55483, 0.00010, -1.83852], [-2.20087, 0.96435, 0.30205], [-2.43727, -0.50671, 1.88717], [-4.53799, 1.06605, 2.15891], [-2.49896, 3.28279, 0.47719], [-2.19345, -0.33469, 0.85176], [-0.64791, 0.39783, 3.20649], [-3.85875, 1.31373, 2.96741], [-1.92491, 2.43831, -1.62649], [4.29029, -0.02104, 1.07281], [1.17033, -4.51953, -1.38689], [-2.49606, 2.09664, 1.07757], [0.50968, -2.41749, -2.15998], [-0.42013, 1.45878, 3.10510], [4.08461, -0.68808, -0.05983], [-1.40205, -3.35317, -1.67122], [-1.84324, -2.39288, 0.52037], [-1.55259, 2.76252, -3.42428], [-1.63534, 2.30075, 3.34733], [5.08112, -1.54534, -0.23393], [-1.89364, 1.12288, -1.07782], [5.33602, 1.33934, -0.72240], [1.15372, -3.20861, -1.04141], [-3.47576, 0.41362, 3.44401], [-2.27209, 4.50490, -1.20232], [0.45834, -3.12648, 0.12548], [2.62921, -2.81941, -0.73902], [-1.73400, 3.04876, 4.27827], [3.09511, 1.49629, -0.60438], [-2.78632, 2.19515, 2.44368], [-2.22768, 3.49168, -0.84165], [3.20414, -3.81558, -0.05887], [0.30838, 1.72023, 3.86320], [4.13357, 0.63312, -1.44340], [0.84809, -1.39204, -2.13265], [5.13159, -0.21001, -2.31271], [-2.73332, 4.07932, 1.05826], [-1.51073, -1.24923, -1.27083], [-1.40558, -2.31074, -3.10248]], "atomic_forces_ev_per_a": [[-0.025, 0.037, 0.058], [-0.005, 0.161, -0.161], [-0.031, -0.085, 0.200], [-0.065, 0.138, -0.099], [0.003, 0.064, -0.081], [0.059, -0.178, -0.295], [0.116, -0.164, -0.127], [0.044, 0.189, -0.113], [-0.012, 0.045, -0.086], [-0.252, -0.156, 0.047], [0.077, -0.092, -0.036], [0.240, 0.192, 0.100], [0.056, -0.230, 0.053], [-0.157, -0.139, -0.104], [-0.043, 0.157, 0.050], [-0.026, -0.125, -0.061], [0.109, 0.219, -0.177], [0.018, -0.137, 0.297], [-0.127, -0.037, -0.041], [-0.060, 0.522, 0.252], [0.023, -0.088, -0.041], [-0.009, 0.137, 0.138], [-0.068, -0.006, 0.059], [-0.083, 0.352, 0.291], [-0.315, -0.033, 0.105], [0.114, -0.051, -0.031], [-0.192, 0.059, -0.069], [-0.059, -0.114, -0.071], [-0.021, -0.073, 0.070], [0.045, 0.022, -0.205], [-0.204, 0.814, 0.561], [0.164, -0.101, -0.031], [-0.043, 0.188, -0.012], [0.136, 0.020, 0.126], [0.305, -0.179, -0.336], [0.034, -0.124, -0.059], [-0.008, 0.108, 0.049], [-0.003, 0.048, 0.099], [-0.125, 0.137, 0.209], [-0.100, -0.450, -0.257], [-0.093, 0.058, 0.107], [0.298, -0.875, -0.298], [0.031, 0.073, 0.034], [0.082, -0.069, 0.030], [0.117, 0.052, -0.002], [-0.079, -0.138, -0.119], [0.221, 0.231, -0.050], [0.117, -0.153, -0.020], [-0.041, -0.030, 0.122], [-0.039, -0.096, -0.010], [-0.121, -0.098, -0.068]]}


Record 3
{"formula": "C18H15BrN4O4", "method": "wB97M-V/def2-TZVPD", "smiles": "O=C1NC(=O)C2(CCCN2c2ccc(Oc3ccc(Br)cc3)nc2)C(=O)N1", "spin_multiplicity": 1, "lumo_energy_ev": 0.063, "orbital_gap_ev": 8.407, "elements": ["C", "C", "H", "C", "C", "N", "O", "C", "H", "H", "C", "H", "C", "C", "H", "N", "H", "H", "H", "H", "H", "C", "O", "H", "N", "C", "H", "C", "C", "N", "H", "H", "O", "O", "C", "C", "Br", "C", "H", "C", "C", "C"], "coordinates": [[1.23587, -1.81535, 2.14439], [-0.00785, 0.03662, 0.82154], [-1.23187, -1.74308, 0.84526], [-0.93057, 2.05687, -3.91580], [0.11015, -4.45698, 1.42832], [1.17885, -3.99920, 0.73629], [-2.51934, 1.34824, -2.22804], [-1.08858, -0.77233, 0.37538], [0.94018, 1.97145, 0.51096], [-2.71142, -0.88262, -1.07580], [0.15371, 1.28136, 0.18449], [-2.93121, 5.26993, -4.33968], [1.62189, 0.57998, 2.61984], [-2.06646, 2.24723, -3.14368], [3.26145, 0.17706, 4.04835], [-0.63881, 1.73122, -0.81434], [1.48193, -4.54262, -0.04982], [2.36763, 1.07591, 1.99890], [2.49436, -2.36105, 3.81880], [0.51798, 2.88753, -5.34718], [1.00709, 1.34440, 3.07495], [-2.76247, 3.42101, -3.29858], [-0.42155, -5.45819, 1.01975], [1.63060, -0.28330, 4.57287], [-0.34179, -3.78100, 2.48202], [-1.65295, 0.97745, -1.21099], [-0.42959, 1.07295, -3.87277], [2.45134, -1.59361, 3.06258], [-1.14852, 4.20065, -4.94680], [0.84998, -0.41095, 1.88302], [-3.64498, 3.57381, -2.68324], [3.38319, -1.57295, 2.47088], [2.40808, -2.31761, 0.09592], [-0.39095, -2.16464, 3.97192], [1.61976, -2.70313, 0.92415], [-1.90367, -0.28286, -0.66180], [-0.53365, 5.51744, -6.15515], [-2.31233, 4.38042, -4.21159], [-1.10006, -4.17662, 3.01565], [2.30249, -0.25956, 3.70839], [0.16044, -2.58700, 2.93725], [-0.40831, 3.01309, -4.79658]], "atomic_forces_ev_per_a": [[-0.808, 0.123, 0.186], [-0.160, -0.801, 0.152], [-0.289, 0.139, -0.282], [1.230, -1.256, -0.546], [-0.464, -2.499, -2.135], [-0.222, 1.903, 2.114], [0.524, -0.514, 0.756], [0.424, 1.247, -0.621], [-0.293, -0.312, -0.255], [0.119, 0.131, 0.191], [-0.263, -0.104, 0.054], [0.388, -0.124, -0.033], [0.772, -0.633, 0.319], [0.591, 1.207, -0.612], [-0.444, -0.324, -0.294], [-0.418, -0.306, 0.210], [0.114, 0.098, -0.320], [0.111, 0.013, -0.246], [0.295, -0.503, 0.096], [-0.210, -0.263, 0.104], [-0.461, 0.156, -0.112], [-0.025, 0.431, -0.174], [-0.782, -1.061, 0.284], [0.129, -0.226, -0.116], [0.514, 1.185, 0.757], [0.674, -0.695, 0.355], [-0.141, 0.663, 0.223], [1.059, -0.875, -0.188], [0.191, -0.836, 0.463], [-0.900, -0.063, -1.317], [0.083, 0.160, -0.211], [-0.498, -0.361, 0.012], [0.271, 0.995, 0.136], [1.747, -0.192, -2.036], [1.811, 0.550, -1.807], [0.334, -0.782, 0.729], [-0.080, 0.063, 0.039], [-0.620, 0.281, 0.010], [-0.067, -0.080, -0.010], [-0.497, 1.423, 0.474], [-2.464, 1.504, 3.124], [-1.272, 0.537, 0.528]]}


Record 4
{"formula": "C18H15Cl2NO2", "method": "wB97M-V/def2-TZVPD", "smiles": "CC(=O)c1cccc(NC(=O)[C@@]2(c3ccccc3)CC2(Cl)Cl)c1", "spin_multiplicity": 1, "lumo_energy_ev": 0.265, "de_lowest_ev": 0.000, "orbital_gap_ev": 9.206, "elements": ["H", "C", "C", "Cl", "H", "O", "C", "C", "H", "N", "C", "H", "H", "C", "H", "C", "C", "Cl", "C", "C", "H", "C", "C", "H", "H", "C", "H", "H", "C", "C", "H", "O", "H", "C", "H", "H", "C", "C"], "coordinates": [[-3.02920, 2.04832, 1.07366], [0.43156, 0.94567, 0.44359], [-2.64912, 2.53811, 0.18832], [0.16623, 4.84432, 1.66186], [-0.22856, 1.49299, 3.15123], [1.33587, 1.05120, -0.34436], [-3.04969, 3.64846, -1.90024], [0.95835, -4.19184, 0.10937], [-4.59370, 2.91212, -0.61283], [-0.10122, -0.22159, 0.89870], [-3.52991, 3.02341, -0.76238], [0.26525, 3.38701, -1.28995], [2.57160, -5.52441, -1.94348], [-0.04094, -3.88270, 1.01451], [-1.30681, 4.26385, -2.98059], [-0.80025, 3.29850, -1.14492], [-0.57187, 2.27451, 2.48800], [2.16164, 2.79587, 2.20390], [0.28120, -1.53335, 0.59852], [-0.37874, -2.56611, 1.26377], [1.79501, -1.06106, -0.85334], [0.47768, 3.12825, 1.84392], [2.69337, -3.42323, -1.56827], [-1.15825, -2.33406, 1.97634], [1.20277, -5.22554, -0.07434], [3.30121, -4.80529, -1.57582], [3.60464, -5.09588, -0.57301], [-0.87679, -0.14654, 1.54321], [-1.68437, 3.78144, -2.09178], [1.62045, -3.16858, -0.56533], [-3.73961, 4.02872, -2.63863], [3.05804, -2.56335, -2.33454], [4.16321, -4.81255, -2.23796], [-1.28080, 2.68283, 0.00468], [-0.56154, -4.67366, 1.53346], [-1.47828, 2.76805, 2.80791], [-0.30364, 2.15718, 1.00726], [1.27523, -1.84106, -0.32046]], "atomic_forces_ev_per_a": [[-0.022, -0.026, 0.110], [-0.222, 0.239, 0.420], [0.152, 0.021, 0.002], [-0.019, -0.099, 0.040], [0.128, -0.047, -0.016], [0.153, 0.019, -0.214], [-0.082, 0.004, -0.016], [0.197, 0.063, -0.173], [-0.087, -0.006, 0.002], [-0.283, -0.161, 0.282], [-0.131, -0.003, -0.035], [0.127, 0.026, -0.010], [-0.065, -0.114, 0.025], [-0.094, 0.059, 0.073], [0.036, 0.042, -0.078], [-0.027, -0.044, 0.007], [-0.011, 0.108, 0.061], [-0.114, -0.044, 0.033], [0.159, -0.325, -0.155], [0.075, -0.005, -0.082], [-0.013, 0.004, -0.001], [0.048, -0.039, 0.092], [0.174, -0.312, -0.086], [-0.080, 0.021, 0.084], [0.059, -0.108, -0.018], [0.186, 0.149, -0.210], [-0.017, -0.086, 0.082], [0.187, 0.123, -0.133], [0.050, 0.008, -0.031], [-0.477, 0.288, 0.346], [-0.057, 0.034, -0.061], [0.006, 0.031, 0.031], [-0.016, 0.021, -0.011], [-0.129, 0.035, 0.053], [-0.046, -0.053, 0.037], [-0.050, 0.081, -0.059], [0.181, 0.063, -0.269], [0.123, 0.035, -0.123]]}